1.
Entry from the OMol25 dataset: C48H110AsF6N6O as an isolated structure (ωB97M-V/def2-TZVPD).

Last column: Löwdin charge in e.
Atoms and positions in Å:
As 0.31215 0.57244 -0.13996  0.83
F 0.88644 2.16989 -0.50452  -0.25
F 1.86193 0.33325 0.71988  -0.29
F -0.16566 -1.04203 0.38282  -0.27
F -1.26848 0.73896 -0.91656  -0.26
F 1.00447 -0.17426 -1.58286  -0.27
F -0.28417 1.20111 1.41348  -0.28
C -1.70993 -0.82995 3.58730  -0.05
C -2.23518 -2.06467 2.88314  -0.12
N -3.69583 -1.88712 2.42412  -0.24
C -4.01370 -0.62594 1.61532  0.01
C -4.03387 -3.04259 1.51018  -0.14
C -3.32259 -3.02502 0.14322  -0.06
C -4.59960 -1.69069 3.64473  -0.07
C -4.41457 -2.67044 4.79779  -0.19
O -4.47747 -3.97483 4.25750  -0.19
C -4.04304 -4.96653 5.18012  -0.07
H -1.96350 0.11538 3.09991  0.06
H -0.62830 -0.74775 3.44848  0.06
H -1.92692 -0.69703 4.64593  0.09
H -2.25899 -3.00959 3.42004  0.13
H -1.69445 -2.16557 1.94475  0.09
H -3.39823 -0.61949 0.72079  0.09
H -3.86843 0.28431 2.19032  0.08
H -5.08686 -0.69833 1.45173  0.12
H -5.07695 -2.88327 1.24088  0.14
H -3.89672 -3.98772 2.02271  0.13
H -2.31289 -2.61740 0.01865  0.06
H -3.91901 -2.52459 -0.61496  0.09
H -3.11855 -4.07784 -0.06103  0.08
H -5.56859 -2.00227 3.23781  0.15
H -4.68944 -0.62736 3.82532  0.14
H -5.24075 -2.55147 5.50107  0.15
H -3.49283 -2.43083 5.33650  0.12
H -4.84238 -5.43593 5.75498  0.11
H -3.34314 -4.55511 5.91369  0.09
H -3.49651 -5.77283 4.69089  0.09
C -4.53174 1.87324 -1.91494  -0.09
C -4.76004 3.01015 -0.93053  -0.20
C -3.62703 2.94221 0.11965  -0.12
N -2.94161 4.28838 0.32834  -0.26
C -2.09975 4.69318 -0.87462  0.07
C -1.99492 4.09860 1.51415  -0.12
C -1.86380 5.48597 2.18050  -0.13
C -2.85700 6.41681 1.43517  -0.12
C -3.81678 5.42550 0.77295  -0.08
H -4.14749 0.97268 -1.42711  0.06
H -3.65264 2.08354 -2.53847  0.07
H -5.37165 1.72391 -2.58930  0.09
H -5.75030 3.01567 -0.47534  0.12
H -4.77886 3.95097 -1.48678  0.11
H -2.82262 2.26699 -0.15451  0.09
H -4.07841 2.69516 1.07912  0.12
H -1.49936 5.54120 -0.56216  0.11
H -2.90538 5.08898 -1.49265  0.11
H -1.53240 3.85022 -1.24965  0.10
H -1.01032 3.71680 1.23077  0.11
H -2.23273 3.30068 2.21947  0.12
H -0.87479 5.93293 2.13125  0.11
H -2.21079 5.44051 3.21211  0.12
H -2.27829 7.06826 0.78332  0.12
H -3.45448 7.07807 2.06034  0.13
H -4.34687 5.88695 -0.05819  0.14
H -4.50673 4.94809 1.46744  0.15
C 2.16544 3.26144 -3.84356  -0.06
C 3.46658 3.26702 -3.00209  -0.22
C 4.00537 1.94207 -2.45256  -0.10
N 5.01619 2.14607 -1.31361  -0.23
C 4.31041 2.92185 -0.21997  0.00
C 5.34814 0.75912 -0.71914  -0.10
C 6.84870 0.77002 -0.51170  -0.13
C 7.32101 1.61455 -1.71186  -0.13
C 6.35540 2.79923 -1.64108  -0.07
H 2.06683 2.34484 -4.42549  0.06
H 2.04911 4.12222 -4.49520  0.09
H 1.37802 3.30594 -3.08767  0.06
H 3.30078 4.02793 -2.23783  0.10
H 4.25400 3.76311 -3.57749  0.11
H 4.57439 1.40234 -3.20664  0.14
H 3.18297 1.35904 -2.03670  0.11
H 4.24158 3.97640 -0.46456  0.10
H 4.81828 2.69964 0.71571  0.10
H 3.29384 2.54687 -0.09493  0.08
H 4.77951 0.57325 0.18928  0.12
H 5.01454 0.07324 -1.49579  0.13
H 7.10674 1.35019 0.37421  0.13
H 7.27366 -0.22923 -0.54279  0.13
H 8.39366 1.76730 -1.62299  0.14
H 7.14034 1.11660 -2.66820  0.12
H 6.72327 3.42206 -0.82749  0.14
H 6.28638 3.34545 -2.57715  0.14
C 2.12710 -2.62199 2.37147  -0.09
C 2.29778 -3.71103 1.28669  -0.17
C 0.94729 -4.29589 0.79535  -0.09
N 1.23898 -5.52803 -0.09847  -0.26
C 1.54651 -6.79423 0.67759  0.06
C 2.31224 -5.23157 -1.15576  -0.10
C 1.68868 -4.29340 -2.20260  -0.14
C 0.26627 -4.81256 -2.26744  -0.15
C 0.07938 -5.76077 -1.06801  -0.09
H 2.71588 -1.71709 2.23009  0.07
H 2.34012 -3.05241 3.34657  0.06
H 1.11740 -2.21560 2.48136  0.05
H 2.97679 -4.49247 1.60883  0.11
H 2.58942 -3.11583 0.42208  0.10
H 0.47490 -3.61871 0.08181  0.10
H 0.14196 -4.52432 1.49350  0.13
H 1.80651 -7.58567 -0.01688  0.12
H 0.59079 -6.92767 1.18082  0.12
H 2.35249 -6.56534 1.36773  0.11
H 2.42007 -6.22480 -1.59665  0.14
H 3.27551 -4.95717 -0.73954  0.14
H 2.29946 -4.37652 -3.09975  0.13
H 1.86510 -3.30009 -1.78404  0.10
H 0.01609 -5.39813 -3.15212  0.13
H -0.43086 -3.97255 -2.30326  0.10
H 0.17715 -6.79229 -1.40128  0.14
H -0.90972 -5.66292 -0.62336  0.13
C -3.31341 -0.62423 -9.61936  -0.06
C -2.67528 -0.21005 -8.29514  -0.24
C -2.24128 -1.45555 -7.52218  -0.13
N -1.45755 -1.11893 -6.26345  -0.25
C -2.22227 -0.27005 -5.25293  0.04
C -0.09899 -0.39761 -6.45660  -0.08
C 0.98101 -1.21297 -5.77467  -0.12
C 0.26525 -2.28873 -4.92337  -0.14
C -1.08481 -2.47075 -5.62836  -0.08
H -2.60329 -1.21152 -10.20102  0.09
H -3.71751 0.17215 -10.23526  0.09
H -4.13248 -1.28027 -9.31174  0.09
H -3.30517 0.38359 -7.62623  0.11
H -1.78269 0.40255 -8.46378  0.11
H -1.57861 -1.95534 -8.22929  0.14
H -3.10327 -2.03794 -7.20350  0.15
H -3.25531 -0.60695 -5.22391  0.11
H -2.10480 0.74278 -5.61975  0.10
H -1.68400 -0.44978 -4.32449  0.10
H -0.16594 0.68053 -6.34547  0.13
H -0.02311 -0.50464 -7.54210  0.13
H 1.66809 -0.57147 -5.22470  0.11
H 1.57328 -1.68192 -6.55820  0.13
H 0.22047 -2.05831 -3.86105  0.09
H 0.90033 -3.16053 -5.07456  0.11
H -1.92232 -2.80954 -5.02464  0.14
H -0.90668 -3.15579 -6.45399  0.14
C 1.68893 -1.52479 5.44250  -0.09
C 1.40147 -0.06142 5.67375  -0.22
C 1.86970 0.78303 4.54191  -0.12
N 1.93961 2.29883 4.90854  -0.25
C 0.55476 2.86193 5.18942  0.06
C 2.89254 2.50654 6.09869  -0.09
C 3.67854 3.85308 5.98587  -0.11
C 3.26239 4.36824 4.62928  -0.14
C 2.65292 3.16113 3.87256  -0.10
H 0.85474 -2.07568 5.00630  0.07
H 1.66880 -2.03197 6.41654  0.10
H 2.67412 -1.82248 5.09400  0.08
H 1.90288 0.28936 6.57618  0.12
H 0.32212 0.06888 5.77297  0.11
H 1.35571 0.82592 3.57522  0.11
H 2.88288 0.61837 4.16174  0.13
H -0.05791 2.75710 4.29874  0.10
H 0.74910 3.92052 5.35124  0.11
H 0.28977 2.31154 6.08569  0.11
H 2.40304 2.41304 7.06453  0.14
H 3.62816 1.71030 5.98862  0.13
H 3.34465 4.40987 6.85870  0.13
H 4.74454 3.67865 6.10382  0.13
H 2.58652 5.22122 4.71362  0.12
H 4.09715 4.82305 4.09400  0.13
H 1.92410 3.48193 3.12627  0.12
H 3.38998 2.59298 3.30701  0.13

Results
F_max	0.06455	hartree/bohr
energy above the lowest of the compared OMol25 structures with the same formula, charge and spin	0.0	kcal per mole
electronic energy	-5131.93875	Ha
net charge	+5

---

2.
Entry from the OMol25 dataset: C30H26N7NaO7S2Se2 as an isolated structure (ωB97M-V/def2-TZVPD).

Last column: Löwdin charge in e.
Atoms and positions in Å:
Na 1.39142 0.86879 -0.71905  0.16
C -1.85510 -1.18838 6.61568  -0.07
C -1.22205 -0.52956 5.41643  -0.29
C -1.24352 -1.15499 4.17386  -0.03
C -0.73251 -0.52096 3.05103  -0.03
C -0.20633 0.75254 3.15878  -0.27
C -0.15048 1.37878 4.39569  -0.06
C -0.65020 0.73510 5.51792  -0.05
S 0.44557 1.64074 1.73351  0.61
O 0.66626 2.98378 2.23771  -0.32
O 1.63823 0.90017 1.35560  -0.31
N -0.48755 1.63599 0.46789  -0.10
C -1.81179 1.93745 0.43404  -0.38
C -2.64679 2.09771 1.57182  -0.01
C -3.98245 2.36857 1.40698  -0.10
C -4.51171 2.49409 0.12351  -0.11
C -3.62984 2.33998 -0.92870  -0.17
N -2.33257 2.08995 -0.80107  0.11
H -1.76683 -2.27406 6.55567  0.07
H -2.92152 -0.95155 6.66027  0.08
H -1.39634 -0.84659 7.54504  0.07
H -1.69555 -2.13208 4.05797  0.11
H -0.78954 -0.99228 2.08366  0.10
H 0.27116 2.37480 4.44965  0.11
H -0.60662 1.22836 6.48414  0.10
H -2.22172 1.99301 2.55810  0.09
H -4.62209 2.48467 2.27489  0.09
H -5.56267 2.68733 -0.04446  0.08
H -3.98084 2.43432 -1.95498  0.09
Se 3.06522 -0.49590 -4.78371  0.60
Se 4.07071 1.21451 -3.66507  0.68
C 4.21208 0.47033 -1.90130  -0.66
C 4.98414 1.09865 -0.93159  -0.11
C 4.99803 0.53606 0.33114  -0.06
C 4.28473 -0.63225 0.57477  -0.07
C 3.59244 -1.19789 -0.47855  -0.15
N 3.57141 -0.66520 -1.70113  0.02
C 1.20257 0.05841 -4.67204  -0.64
C 0.42168 0.06014 -5.82354  -0.13
C -0.88467 0.51332 -5.71612  -0.09
C -1.35748 0.93338 -4.48462  -0.06
C -0.50623 0.87863 -3.38761  -0.10
N 0.75125 0.44882 -3.49046  0.08
H 5.48163 2.03211 -1.13940  0.10
H 5.53687 1.03037 1.12957  0.11
H 4.25660 -1.08243 1.55796  0.10
H 3.03099 -2.11849 -0.36254  0.09
H 0.84225 -0.26795 -6.76485  0.08
H -1.52008 0.55168 -6.59363  0.09
H -2.36754 1.30213 -4.36206  0.10
H -0.84705 1.18341 -2.40202  0.09
N 0.33023 4.27880 -1.31615  0.01
N 1.63455 4.42560 -0.74050  -0.03
C 2.56025 3.34735 -0.82199  -0.73
O 3.60635 3.48129 -0.15579  -0.04
O 2.27556 2.41433 -1.63906  -0.18
H 0.49479 3.67119 -2.11331  0.05
H -0.23032 3.70351 -0.69464  0.02
H 1.58954 4.79325 0.19704  0.10
O -3.72626 -2.70535 -1.09760  -0.34
S -2.64619 -2.73961 -0.13872  0.60
O -3.04808 -3.03000 1.22248  -0.35
N -1.67762 -1.46707 -0.24214  -0.04
C -0.43483 -1.78933 -0.63037  -0.49
O 0.53765 -1.05651 -0.83913  0.00
C -0.27943 -3.27699 -0.88429  -0.12
C 0.85664 -3.93589 -1.32054  0.00
C 0.78766 -5.31223 -1.50105  -0.09
C -0.39251 -6.00816 -1.24975  -0.10
C -1.53088 -5.33849 -0.81139  -0.05
C -1.44423 -3.97217 -0.64409  -0.21
H 1.75864 -3.37131 -1.52558  0.10
H 1.65896 -5.85651 -1.84746  0.09
H -0.42907 -7.07951 -1.40940  0.09
H -2.45693 -5.86374 -0.61136  0.11

Results
F_max	0.02931	hartree/bohr
energy above the lowest of the compared OMol25 structures with the same formula, charge and spin	35.8	kcal per mole
electronic energy	-7830.48619	Ha
net charge	-2

---

3.
Entry from the OMol25 dataset: C29H34N7PdSSi as an isolated structure (ωB97M-V/def2-TZVPD).

Last column: Mulliken spin population.
Atoms and positions in Å:
Pd -0.56244 0.47365 -1.07413  0.99
C 1.46128 0.58120 -1.76033  0.60
Si 1.83055 0.06948 -0.00803  -0.10
C 0.69763 0.78086 1.36088  0.01
N -0.76649 0.64540 1.15864  0.20
C -1.31071 -0.63078 1.70817  -0.01
C -2.60005 -0.42506 2.49078  0.00
C -2.39033 0.56752 3.63608  0.00
C -1.66293 1.84179 3.14364  0.00
C -1.52281 1.82733 1.62906  -0.03
C 3.48564 0.76495 0.55486  0.07
C 3.64823 2.12997 0.81670  -0.01
C 4.86610 2.63969 1.24507  0.00
C 5.95095 1.78907 1.41538  0.00
C 5.81447 0.43407 1.15020  0.00
C 4.59288 -0.07375 0.72102  -0.01
C 1.92157 -1.79785 0.11742  0.00
C 2.27790 -2.57804 -0.99127  0.01
C 2.45470 -3.95283 -0.87941  0.00
C 2.28248 -4.57858 0.34924  0.00
C 1.93553 -3.82486 1.46389  0.00
C 1.76111 -2.45011 1.34513  0.01
H 1.68852 -0.12682 -2.54820  0.01
H 1.65602 1.61049 -2.04523  0.02
H 0.94127 1.84614 1.38576  -0.01
H 1.02886 0.36451 2.32163  0.01
H -0.56396 -1.07675 2.37199  0.01
H -1.48323 -1.33923 0.89892  -0.01
H -2.91848 -1.39333 2.87975  0.00
H -3.39131 -0.08200 1.81852  0.00
H -1.79944 0.08150 4.41598  0.00
H -3.35037 0.81825 4.08682  0.00
H -0.66818 1.91083 3.59032  0.00
H -2.19871 2.74423 3.44130  0.00
H -1.00573 2.71312 1.26853  0.01
H -2.50167 1.81464 1.15309  0.01
H 2.81705 2.81781 0.68061  0.00
H 4.97069 3.69903 1.44484  0.00
H 6.90156 2.18334 1.75273  0.00
H 6.66003 -0.23127 1.27617  0.00
H 4.50437 -1.13613 0.52052  0.00
H 2.42556 -2.11200 -1.95969  0.00
H 2.73584 -4.53321 -1.75009  0.00
H 2.43290 -5.64770 0.44129  0.00
H 1.81462 -4.30447 2.42763  0.00
H 1.51596 -1.87868 2.23534  0.00
N -4.25984 2.19962 -2.29858  0.00
C -4.88273 0.99015 -2.08632  0.00
C -3.98861 0.24023 -1.39345  0.01
N -2.83935 0.96424 -1.17693  0.04
C -3.02953 2.13710 -1.74091  0.01
C -2.02640 3.19747 -1.73102  -0.01
N -0.79697 3.00069 -1.32194  0.02
C -0.16327 4.21596 -1.42094  0.00
C -1.02872 5.15435 -1.89552  0.00
N -2.21757 4.49201 -2.08701  0.00
H -4.64594 2.95958 -2.83189  0.00
H -5.87304 0.77792 -2.45018  0.00
H -4.10008 -0.77042 -1.03635  0.00
H 0.87346 4.34056 -1.15300  0.00
H -0.91129 6.20328 -2.10679  0.00
H -3.06330 4.91564 -2.42801  0.00
S -1.26893 -0.68734 -3.43724  0.16
C -1.31776 -2.25387 -2.81120  -0.01
N -0.92891 -2.45340 -1.51300  0.00
C -0.87106 -3.65795 -0.92357  0.00
C -1.26470 -4.74886 -1.62940  0.00
C -1.68819 -4.51231 -2.94992  0.00
N -1.71653 -3.32996 -3.52880  0.00
H -0.61620 -1.57674 -1.07713  0.00
H -0.49527 -3.69148 0.09316  0.00
H -1.24093 -5.73798 -1.19950  0.00
H -2.01579 -5.34390 -3.56609  0.00

Results
F_max	0.01993	hartree/bohr
spin multiplicity	3
energy above the lowest of the compared OMol25 structures with the same formula, charge and spin	24.3	kcal per mole
electronic energy	-2324.12528	Ha
⟨S²⟩	2.008
net charge	+1